DFT (the ωB97M-V functional and the def2-TZVPD basis) results for a structure of composition C2H8NS2 in a non-equilibrium geometry.

Calculated values
Frontier orbital gap = 7.41 eV
E_LUMO = -6.685 eV
Total energy = -25352.0258 eV

ORCA input file:
```
! wB97M-V def2-TZVPD RIJCOSX def2/J DEFGRID3
* xyz 1 1
C -1.122 -1.068 0.563
N -2.209 -1.257 -0.375
H -0.400 -1.821 0.754
H -1.521 -0.543 1.424
H -1.925 -0.530 -1.031
H -2.071 -2.094 -1.068
C 2.528 0.844 -0.162
S 0.776 0.258 0.243
S -1.241 1.649 -0.180
H 2.630 1.904 0.197
H 3.359 0.165 -0.206
H 2.277 0.897 -1.224
H -1.081 1.597 1.066
*
```